Computed, not measured: the molecule C2H2F2OS in a non-equilibrium geometry, with ωB97M-V/def2-TZVPD.

The HOMO-LUMO gap (spin up / spin down) comes out at 0.287 / 0.249 hartree. Its expectation value of S² is 2.008.

ORCA input file:
```
! RIJCOSX wB97M-V def2-TZVPD def2/J DEFGRID3
* xyz 0 3
C -1.00019 -0.69178 -0.35417
C 0.43569 -0.59803 -0.98851
O -1.65286 0.29475 -0.30952
F 1.06901 -1.76956 -1.13701
F 0.23184 0.04769 -2.13946
S 1.54598 0.49114 0.09823
H -1.41680 -1.59811 -0.01752
H 0.62512 1.44519 0.03287
*
```